Formula: C45H94F6N2O26P2S6
Source: OMol25
Level of theory: wB97M-V/def2-TZVPD

* LUMO energy (alpha / beta): -2.410 / -8.689 eV
* highest occupied orbital energy (alpha / beta): -10.85 / -10.85 eV
* spin multiplicity: 2
* total charge: +1
* M: 1447.573 g mol⁻¹
* calculated total energy: -204286.39006 eV
* HOMO-LUMO gap (alpha / beta): 8.44 / 2.16 eV

Cartesian coordinates (Å):
C 1.177 3.123 1.422
C 1.280 1.747 0.649
C 0.650 1.849 -0.705
N 0.323 0.433 -1.299
C -0.214 0.744 -2.760
C -1.556 1.401 -2.731
C -2.662 0.772 -1.807
C -2.094 0.413 -0.354
C -0.715 -0.223 -0.469
C 1.470 -0.620 -1.428
H 0.159 3.237 1.796
H 1.558 4.016 0.928
H 1.720 3.115 2.367
H 0.785 0.953 1.208
H 2.306 1.383 0.599
H 1.368 2.315 -1.380
H -0.157 2.579 -0.772
H 0.498 1.409 -3.248
H -0.219 -0.170 -3.354
H -1.436 2.406 -2.326
H -2.010 1.469 -3.720
H -3.608 1.310 -1.757
H -2.930 -0.162 -2.300
H -2.005 1.379 0.142
H -2.847 -0.185 0.158
H -0.312 -0.637 0.455
H -0.976 -1.086 -1.082
H 0.981 -1.392 -2.022
H 1.909 -0.897 -0.469
H 2.156 -0.128 -2.118
C 2.487 5.173 -5.666
F 1.729 4.502 -6.535
F 3.753 4.871 -5.820
F 2.236 6.442 -5.845
S 1.891 4.712 -3.909
O 2.441 5.650 -2.937
O 0.458 4.829 -3.840
N 2.369 3.080 -3.848
S 3.779 2.964 -3.201
O 4.643 4.103 -3.324
O 3.694 2.342 -1.844
C 4.650 1.633 -4.286
F 4.082 0.454 -4.134
F 4.704 2.058 -5.496
F 5.935 1.456 -3.888
C -1.340 7.762 -0.346
C -0.319 6.865 -1.127
C -0.697 5.372 -0.853
S -2.508 5.346 -0.371
O -2.574 5.027 1.089
O -3.352 4.497 -1.281
C -2.693 7.152 -0.610
H -1.277 8.830 -0.552
H -1.154 7.802 0.727
H 0.753 7.038 -1.030
H -0.473 7.070 -2.187
H -0.122 4.870 -0.074
H -0.847 4.857 -1.801
H -3.572 7.733 -0.332
H -2.792 7.128 -1.695
C 2.343 0.342 3.751
C 2.703 -1.025 4.339
C 1.957 -1.262 5.663
S 1.659 0.415 6.487
O 2.649 0.396 7.591
O 0.253 0.603 6.660
C 2.450 1.320 4.970
H 1.277 0.336 3.521
H 2.824 0.497 2.786
H 3.771 -1.162 4.510
H 2.474 -1.707 3.520
H 2.451 -1.905 6.391
H 0.956 -1.665 5.508
H 3.495 1.344 5.278
H 1.958 2.292 4.924
C -1.350 -4.966 -5.646
C -2.267 -5.937 -4.808
C -2.225 -5.385 -3.338
S -1.471 -3.697 -3.364
O -0.084 -3.839 -2.927
O -2.318 -2.646 -2.841
C -1.485 -3.570 -5.227
H -1.663 -5.143 -6.675
H -0.370 -5.361 -5.377
H -1.961 -6.977 -4.923
H -3.314 -5.958 -5.108
H -1.668 -6.050 -2.678
H -3.220 -5.163 -2.951
H -0.724 -2.919 -5.657
H -2.392 -3.003 -5.437
C -1.138 -4.754 1.339
C 0.361 -4.653 1.341
C 0.855 -4.278 2.731
S -0.377 -2.981 3.257
O 0.167 -1.720 2.800
O -0.849 -3.224 4.635
C -1.693 -3.385 1.877
H -1.416 -5.513 2.070
H -1.727 -4.948 0.442
H 0.744 -3.943 0.609
H 0.790 -5.623 1.091
H 1.877 -3.918 2.849
H 0.733 -5.146 3.380
H -1.740 -2.555 1.172
H -2.727 -3.442 2.217
C -4.743 -6.474 0.190
O -4.288 -5.132 0.378
C -4.948 -4.156 -0.254
O -5.823 -4.284 -1.065
O -4.426 -3.081 0.094
C -4.830 -1.875 -0.475
H -5.436 -6.659 1.011
H -4.065 -7.305 0.384
H -5.216 -6.717 -0.762
H -5.228 -1.252 0.325
H -5.726 -1.887 -1.095
H -3.941 -1.463 -0.953
C -0.233 2.242 -6.103
O -0.156 0.782 -6.190
C 0.852 0.164 -6.699
O 0.897 -1.076 -6.856
O 1.767 0.984 -7.089
C 3.054 0.592 -7.459
H -0.007 2.872 -6.963
H 0.222 2.813 -5.294
H -1.293 2.464 -5.976
H 3.445 1.503 -7.911
H 3.150 -0.339 -8.019
H 3.742 0.293 -6.668
C -4.764 -0.590 7.467
C -5.271 -0.237 6.044
O -4.326 -0.199 5.050
P -4.795 -0.545 3.503
O -4.584 -1.976 3.209
O -4.001 0.488 2.465
C -3.120 1.523 2.998
C -1.760 1.147 3.594
O -6.348 -0.111 3.481
C -7.410 -0.835 2.846
C -8.713 0.084 2.792
H -5.502 -0.886 8.213
H -4.005 -1.372 7.492
H -4.481 0.344 7.952
H -6.007 -1.029 5.907
H -5.991 0.581 6.032
H -2.974 2.304 2.251
H -3.777 2.079 3.668
H -0.973 0.913 2.877
H -1.348 1.952 4.203
H -1.993 0.378 4.331
H -7.169 -1.158 1.833
H -7.631 -1.684 3.494
H -8.695 0.856 3.561
H -8.629 0.759 1.940
H -9.666 -0.445 2.788
C 5.113 2.657 1.620
C 5.914 1.486 1.774
O 5.122 0.410 2.042
P 5.243 -1.060 1.481
O 4.207 -2.019 1.905
O 5.244 -0.880 -0.172
C 5.107 -2.044 -1.015
C 6.244 -2.110 -1.932
O 6.736 -1.484 1.807
C 7.120 -2.136 3.040
C 7.256 -1.087 4.156
H 4.734 2.822 2.629
H 5.688 3.549 1.372
H 4.263 2.640 0.938
H 6.262 1.193 0.783
H 6.662 1.601 2.558
H 5.066 -2.976 -0.451
H 4.137 -1.809 -1.454
H 6.253 -1.223 -2.566
H 7.201 -2.235 -1.426
H 6.201 -3.009 -2.547
H 6.327 -2.828 3.324
H 8.091 -2.601 2.870
H 6.349 -0.544 4.422
H 7.542 -1.574 5.088
H 8.032 -0.384 3.851